Entry 1:
Computed, not measured: one molecule with the formula C4H8N2O at a distorted geometry, with wB97M-V/def2-TZVPD.

```
15
C4H8N2O (wB97M-V/def2-TZVPD)
C -1.365 -0.742 -0.993
C -0.055 -0.434 -0.281
O 0.960 -1.164 -0.931
C -0.158 -0.913 1.135
N -0.084 -1.205 2.253
C 0.323 1.058 -0.143
N 1.241 1.174 0.996
H -1.584 -1.806 -0.869
H -1.279 -0.528 -2.061
H -2.189 -0.163 -0.565
H 1.808 -0.861 -0.574
H -0.594 1.663 -0.063
H 0.823 1.373 -1.075
H 1.026 0.475 1.727
H 1.129 2.073 1.444
```

Output
* SMILES string: C[C@](O)(C#N)CN
* max |F|: 1.29 eV/Å
* spin multiplicity: 1
* total energy: -9304.6090 eV
* LUMO: 0.85 eV
* energy relative to the best compared isomer or geometry (same formula, charge and spin): 41.1 kcal/mol

Entry 2:
Computed, not measured: a 2-piece molecular cluster, C4H8N2O overall, with wB97M-V/def2-TZVPD.

```
15
C4H8N2O (wB97M-V/def2-TZVPD)
C -1.179 1.137 0.520
C -1.138 -0.369 0.586
C -0.812 -1.191 -0.601
N 0.175 -0.996 0.461
H -2.197 1.486 0.318
H -0.846 1.577 1.466
H -0.514 1.494 -0.271
H -1.823 -0.820 1.305
H -0.562 -0.696 -1.538
H -1.282 -2.167 -0.706
H 0.249 -1.824 1.045
N 1.898 0.968 -1.081
C 2.526 0.236 -0.327
O 3.098 -0.490 0.386
H 2.373 1.722 -1.554
```

Output
* SMILES string: C[C@H]1CN1.N=C=O
* max |F|: 0.89 eV/Å
* spin multiplicity: 1
* total energy: -9304.3703 eV
* LUMO: 0.95 eV
* energy relative to the best compared isomer or geometry (same formula, charge and spin): 46.6 kcal/mol

Entry 3:
Computed, not measured: one molecule with the formula C4H8N2O at a distorted geometry, with wB97M-V/def2-TZVPD.

```
15
C4H8N2O (wB97M-V/def2-TZVPD)
N -0.930 1.437 1.135
C -0.240 1.045 -0.036
C -0.432 -0.213 -0.653
N -0.851 -0.328 -1.972
C 0.029 -1.267 0.148
C 1.046 -0.787 0.985
O 2.266 -0.290 0.570
H -1.163 0.653 1.732
H -0.445 2.152 1.662
H -0.019 1.906 -0.670
H -0.716 -1.216 -2.430
H -1.497 0.363 -2.320
H -0.419 -2.254 0.218
H 1.194 -1.192 1.983
H 2.178 -0.009 -0.352
```

Output
* SMILES string: N/C=C(N)\C=C/O
* max |F|: 1.91 eV/Å
* spin multiplicity: 1
* total energy: -9302.1369 eV
* LUMO (spin up / spin down): 0.78 / 0.78 eV
* energy relative to the best compared isomer or geometry (same formula, charge and spin): 98.2 kcal/mol

Entry 4:
Computed, not measured: one molecule with the formula C4H8N2O at a distorted geometry, with wB97M-V/def2-TZVPD.

```
15
C4H8N2O (wB97M-V/def2-TZVPD)
C -1.956 -1.552 -1.505
N -0.926 -0.828 -1.081
N 0.043 -1.497 -0.232
C 0.530 -0.874 0.782
C 0.385 0.565 1.229
C 1.277 1.472 0.309
O 0.464 1.970 -0.778
H -2.132 -2.492 -1.164
H -2.586 -0.972 -2.137
H 1.175 -1.544 1.445
H 0.675 0.605 2.243
H -0.679 0.897 1.246
H 1.941 2.252 0.830
H 2.070 0.785 -0.160
H -0.281 1.213 -1.027
```

Output
* SMILES string: C=N/N=C\CCO
* max |F|: 6.47 eV/Å
* spin multiplicity: 1
* total energy: -9302.2126 eV
* LUMO: 0.34 eV
* energy relative to the best compared isomer or geometry (same formula, charge and spin): 96.4 kcal/mol

Entry 5:
Computed, not measured: a 2-piece molecular cluster, C4H8N2O overall at a distorted geometry, with wB97M-V/def2-TZVPD.

```
15
C4H8N2O (wB97M-V/def2-TZVPD)
C 1.664 -0.165 0.555
C 0.115 -0.077 0.410
C -0.430 -0.753 -0.795
O -0.884 -1.857 -0.894
H 1.956 0.606 1.150
H 2.020 -1.004 0.976
H 2.034 0.116 -0.393
H -0.292 -0.618 1.388
H -0.205 1.024 0.323
H -0.210 -0.241 -1.651
N -3.661 0.231 1.115
C -3.150 0.340 0.051
N -2.366 0.671 -0.798
H -4.244 -0.540 1.477
H -2.751 1.187 -1.657
```

Output
* SMILES string: CCC=O.N=C=N
* max |F|: 4.53 eV/Å
* spin multiplicity: 1
* total energy: -9303.1017 eV
* LUMO: 0.75 eV
* energy relative to the best compared isomer or geometry (same formula, charge and spin): 75.9 kcal/mol

Entry 6:
Computed, not measured: a 3-piece molecular cluster, C4H8N2O overall at a distorted geometry, with wB97M-V/def2-TZVPD.

```
15
C4H8N2O (wB97M-V/def2-TZVPD)
C -0.788 -0.277 0.003
C 2.136 -1.405 -0.001
C -0.823 1.088 0.007
C 1.407 -0.080 0.001
N -2.839 0.276 0.001
N -0.499 2.248 -0.020
O 1.996 0.975 0.002
H -3.124 0.829 -0.808
H -3.125 0.812 0.822
H 0.534 2.370 -0.005
H -0.881 -0.810 0.937
H -0.881 -0.806 -0.932
H 3.221 -1.266 -0.003
H 1.835 -1.979 0.879
H 1.832 -1.976 -0.882
```

Output
* max |F|: 3.73 eV/Å
* spin multiplicity: 1
* total energy: -9299.7101 eV
* LUMO (spin up / spin down): 0.50 / 0.50 eV
* energy relative to the best compared isomer or geometry (same formula, charge and spin): 154.1 kcal/mol

Entry 7:
Computed, not measured: one molecule with the formula C4H8N2O at a distorted geometry, with wB97M-V/def2-TZVPD.

```
15
C4H8N2O (wB97M-V/def2-TZVPD)
C -1.077 -1.550 0.235
C 0.016 1.394 0.843
N -0.027 0.400 -0.225
N 0.161 0.904 -1.482
O -1.879 -0.477 0.163
C 0.540 -0.953 0.082
C 1.729 -1.345 0.145
H -0.171 0.262 -2.193
H 0.194 1.913 -1.565
H -1.206 -2.269 -0.587
H -1.056 -2.047 1.217
H -0.861 2.032 0.719
H -0.075 0.878 1.794
H 0.949 1.960 0.810
H 2.763 -1.103 0.044
```

Output
* max |F|: 4.05 eV/Å
* spin multiplicity: 1
* total energy: -9297.6855 eV
* LUMO (spin up / spin down): -0.69 / -0.22 eV
* energy relative to the best compared isomer or geometry (same formula, charge and spin): 200.8 kcal/mol

Entry 8:
Computed, not measured: one molecule with the formula C4H8N2O at a distorted geometry, with wB97M-V/def2-TZVPD.

```
15
C4H8N2O (wB97M-V/def2-TZVPD)
C 1.926 0.547 -1.153
C 1.284 -0.085 -0.201
C 1.933 -0.518 1.118
N -0.038 -0.770 -0.484
N -0.968 -0.051 -0.235
O -2.159 -0.506 -0.606
C -3.092 0.423 -0.031
H 1.652 0.506 -2.233
H 2.919 0.721 -0.947
H 1.235 -0.319 1.906
H 2.179 -1.644 1.140
H 2.813 0.040 1.367
H -2.524 1.368 -0.070
H -3.149 0.013 1.012
H -4.011 0.275 -0.582
```

Output
* SMILES string: C=C(C)/N=N/OC
* max |F|: 2.57 eV/Å
* spin multiplicity: 1
* total energy: -9301.4767 eV
* LUMO: 1.11 eV
* energy relative to the best compared isomer or geometry (same formula, charge and spin): 113.4 kcal/mol

Entry 9:
Computed, not measured: C4H8N2O2 as an isolated structure at a distorted geometry, with wB97M-V/def2-TZVPD.

```
16
C4H8N2O2 (wB97M-V/def2-TZVPD)
C -1.629 0.760 -0.596
N -0.719 -0.331 -0.353
C 0.295 -0.311 0.779
C 1.270 0.594 0.180
N 0.739 -1.598 1.198
C 2.130 1.368 -0.396
O -0.934 -1.527 -1.072
O 0.204 0.677 1.659
H -1.675 -1.968 -0.625
H 0.205 -1.880 2.010
H 0.707 -2.294 0.464
H -1.384 1.614 0.030
H -2.651 0.451 -0.357
H -1.570 1.054 -1.646
H 2.602 2.172 0.155
H 2.408 1.217 -1.430
```

Output
* max |F|: 3.97 eV/Å
* spin multiplicity: 1
* total energy: -11346.8996 eV
* LUMO: 0.61 eV
* energy relative to the best compared isomer or geometry (same formula, charge and spin): 166.3 kcal/mol

Entry 10:
Computed, not measured: one molecule with the formula C4H8N2O2 at a distorted geometry, with wB97M-V/def2-TZVPD.

```
16
C4H8N2O2 (wB97M-V/def2-TZVPD)
C -2.818 -0.109 0.086
C -1.658 -0.499 -0.453
C -0.368 0.134 -0.194
N -0.343 1.374 0.082
O 0.833 2.028 0.354
N 0.748 -0.737 -0.298
C 0.865 -1.741 0.730
O 1.991 -0.151 -0.473
H -2.858 0.749 0.762
H -3.728 -0.675 -0.074
H -1.572 -1.378 -1.071
H 1.545 1.363 0.260
H -0.077 -2.241 0.867
H 1.667 -2.424 0.414
H 1.191 -1.261 1.660
H 2.281 -0.315 -1.368
```

Output
* SMILES string: C=C/C(=N/O)N(C)O
* max |F|: 1.75 eV/Å
* spin multiplicity: 1
* total energy: -11348.5701 eV
* LUMO: 0.60 eV
* energy relative to the best compared isomer or geometry (same formula, charge and spin): 127.8 kcal/mol

Entry 11:
Computed, not measured: one molecule with the formula C4H8N2O2, with wB97M-V/def2-TZVPD.

```
16
C4H8N2O2 (wB97M-V/def2-TZVPD)
C -0.761 -1.237 1.180
C -0.880 -1.337 -0.313
O -1.027 -2.414 -0.860
N -0.638 -0.223 -1.076
C -0.464 1.113 -0.566
C 0.832 1.328 0.194
N 1.962 0.862 -0.423
O 0.894 2.003 1.200
H -1.564 -1.797 1.659
H 0.165 -1.749 1.435
H -0.778 -0.251 1.636
H -0.549 -0.413 -2.064
H -0.522 1.900 -1.326
H -1.269 1.369 0.117
H 1.855 0.046 -1.008
H 2.745 0.798 0.216
```

Output
* SMILES string: CC(=O)NCC(N)=O
* max |F|: 0.90 eV/Å
* spin multiplicity: 1
* total energy: -11353.7964 eV
* LUMO: 0.64 eV
* energy relative to the best compared isomer or geometry (same formula, charge and spin): 7.3 kcal/mol

Entry 12:
Computed, not measured: C4H8N2O2 as an isolated structure at a distorted geometry, with wB97M-V/def2-TZVPD.

```
16
C4H8N2O2 (wB97M-V/def2-TZVPD)
C 1.754 -0.910 -0.088
C 0.083 0.887 -1.087
C -0.689 -0.107 0.443
C 0.633 0.072 -0.027
N -1.235 -1.386 0.587
N -1.282 0.833 1.290
O -0.411 2.160 -0.994
O 0.647 0.475 -2.130
H -0.134 2.630 -1.795
H -1.521 -1.626 1.525
H -0.672 -2.123 0.189
H -0.995 1.782 1.100
H -2.291 0.791 1.323
H 2.476 -0.552 -0.819
H 2.183 -1.024 0.911
H 1.453 -1.902 -0.429
```

Output
* max |F|: 6.89 eV/Å
* spin multiplicity: 1
* total energy: -11350.6341 eV
* LUMO: 0.61 eV
* energy relative to the best compared isomer or geometry (same formula, charge and spin): 80.2 kcal/mol

Entry 13:
Computed, not measured: C4H8N2O2 as an isolated structure at a distorted geometry, with wB97M-V/def2-TZVPD.

```
16
C4H8N2O2 (wB97M-V/def2-TZVPD)
C -1.276 0.359 1.437
C -0.701 -0.081 -0.091
C -1.995 -0.370 -0.934
C 1.964 0.035 -0.120
H -1.480 1.721 1.025
H -0.534 0.119 2.470
H -2.518 -0.177 1.917
H -1.779 -0.161 -2.111
H -2.647 0.470 -0.255
H -2.322 -1.392 -0.812
H 1.700 -1.835 0.237
H 2.918 0.017 0.115
N 1.227 -1.005 0.567
N 1.380 1.136 -0.342
O 0.126 -1.138 -0.323
O -0.069 1.222 -0.415
```

Output
* max |F|: 6.29 eV/Å
* spin multiplicity: 1
* total energy: -11343.8495 eV
* LUMO: 0.60 eV
* energy relative to the best compared isomer or geometry (same formula, charge and spin): 236.7 kcal/mol

Entry 14:
Computed, not measured: C4H8N2O2 as an isolated structure at a distorted geometry, with wB97M-V/def2-TZVPD.

```
16
C4H8N2O2 (wB97M-V/def2-TZVPD)
C 3.173 -0.050 -0.178
C 1.766 0.143 -0.276
C 0.898 -1.060 0.102
C -1.483 -0.368 -0.031
H 3.327 1.067 -1.015
H 3.662 -0.918 -0.908
H 3.641 0.324 1.218
H 1.394 1.320 -0.677
H 1.560 -2.234 0.255
H -1.018 -1.957 0.561
H -2.167 1.302 -0.520
H 0.272 1.990 0.079
N -0.567 -1.032 0.731
N -1.167 0.920 -0.401
O -2.493 -0.692 -0.521
O -0.591 1.680 0.645
```

Output
* max |F|: 7.51 eV/Å
* spin multiplicity: 1
* total energy: -11343.2934 eV
* LUMO: -0.07 eV
* energy relative to the best compared isomer or geometry (same formula, charge and spin): 249.5 kcal/mol

Entry 15:
Computed, not measured: C4H8N2O2 as an isolated structure, with wB97M-V/def2-TZVPD.

```
16
C4H8N2O2 (wB97M-V/def2-TZVPD)
C 1.823 0.225 0.622
C 0.364 -0.574 -0.446
N 0.462 0.347 -1.536
O 2.025 1.592 0.614
O 0.630 -1.785 -0.432
H 1.490 1.980 1.319
H 0.934 1.213 -1.297
H -0.435 0.541 -1.965
H 1.866 -0.272 1.586
H 2.486 -0.236 -0.111
C -2.326 -0.696 0.060
C -0.958 -0.226 0.402
N -0.387 0.364 1.301
H -3.037 -0.455 0.849
H -2.279 -1.776 -0.089
H -2.657 -0.240 -0.876
```

Output
* max |F|: 0.97 eV/Å
* spin multiplicity: 1
* total energy: -11348.0221 eV
* LUMO (spin up / spin down): -0.54 / -1.22 eV
* energy relative to the best compared isomer or geometry (same formula, charge and spin): 140.5 kcal/mol

Entry 16:
Computed, not measured: C4H8N2O2 as an isolated structure at a distorted geometry, with wB97M-V/def2-TZVPD.

```
16
C4H8N2O2 (wB97M-V/def2-TZVPD)
C 0.057 0.807 -0.135
C 0.935 -2.082 -0.418
C -1.267 1.918 -0.475
C 1.026 -0.820 0.394
N -2.235 1.538 0.338
O -0.481 -0.280 0.564
N 1.932 -0.427 1.160
O -1.170 2.832 -1.240
H -2.050 0.646 0.831
H -3.146 1.965 0.302
H 2.696 -1.081 1.276
H 0.657 1.500 0.456
H 0.311 0.693 -1.194
H 1.457 -2.888 0.096
H -0.095 -2.401 -0.553
H 1.374 -1.921 -1.402
```

Output
* max |F|: 7.19 eV/Å
* spin multiplicity: 1
* total energy: -11350.3621 eV
* LUMO: 0.52 eV
* energy relative to the best compared isomer or geometry (same formula, charge and spin): 86.5 kcal/mol

Entry 17:
Computed, not measured: C4H8N2O3 as an isolated structure at a distorted geometry, with wB97M-V/def2-TZVPD.

```
17
C4H8N2O3 (wB97M-V/def2-TZVPD)
C -1.910 0.906 0.117
C 0.116 1.604 -0.845
C 0.556 -1.297 -1.703
C 0.598 -0.306 2.165
N -1.101 1.138 -0.875
N 1.206 0.309 -0.119
O 0.710 2.496 -1.283
O 1.617 -0.460 -1.143
O 0.339 -0.396 0.796
H -1.853 1.347 1.061
H -2.719 0.262 -0.151
H -0.292 -0.743 -2.153
H 0.075 -1.788 -0.928
H 0.989 -1.948 -2.561
H -0.326 0.258 2.498
H 1.522 0.015 2.602
H 0.476 -1.396 2.522
```

Output
* max |F|: 3.85 eV/Å
* spin multiplicity: 1
* total energy: -13393.8976 eV
* LUMO (spin up / spin down): -0.09 / -0.10 eV
* energy relative to the best compared isomer or geometry (same formula, charge and spin): 179.7 kcal/mol

Entry 18:
Computed, not measured: one molecule with the formula C4H8N2O3 at a distorted geometry, with wB97M-V/def2-TZVPD.

```
17
C4H8N2O3 (wB97M-V/def2-TZVPD)
N -2.619 0.011 0.523
C -1.677 -0.266 -0.418
O -1.767 -1.244 -1.136
C -0.476 0.673 -0.582
C 0.750 0.471 0.337
N 1.737 1.431 -0.133
C 1.295 -0.920 0.031
O 2.050 -1.195 -0.922
O 0.959 -1.847 0.877
H -3.129 -0.763 0.883
H -2.579 0.809 1.090
H -0.844 1.716 -0.478
H -0.076 0.470 -1.582
H 0.489 0.574 1.384
H 2.478 1.651 0.564
H 2.197 1.114 -0.978
H 1.213 -2.685 0.539
```

Output
* SMILES string: NC(=O)C[C@H](N)C(=O)O
* max |F|: 3.49 eV/Å
* spin multiplicity: 1
* total energy: -13401.1069 eV
* LUMO: 0.65 eV
* energy relative to the best compared isomer or geometry (same formula, charge and spin): 13.4 kcal/mol

Entry 19:
Computed, not measured: a 2-piece molecular cluster, C4H8N2O8 overall at a distorted geometry, with wB97M-V/def2-TZVPD.

```
22
C4H8N2O8 (wB97M-V/def2-TZVPD)
O 2.051 1.478 -0.511
N 0.950 1.192 -1.071
O 1.057 1.027 -2.406
C -0.198 1.143 -0.469
O -0.151 1.276 0.908
C -1.439 1.111 -1.311
O -2.657 1.303 -0.526
H 1.810 1.567 -2.769
H 0.819 1.151 1.200
H -1.507 0.139 -1.842
H -1.468 1.919 -2.049
H -2.576 0.598 0.166
O -0.073 -1.700 -0.825
C 0.136 -1.356 0.285
C 1.494 -1.265 0.953
O 1.520 -0.941 2.289
N -1.190 -1.369 1.143
O -1.051 -1.526 2.340
O -2.266 -1.219 0.557
H 1.758 -2.346 0.940
H 2.154 -0.819 0.152
H 0.828 -1.362 2.846
```

Output
* SMILES string: [O-]/[N+](O)=C(\O)CO.O=C(CO)[N+](=O)[O-]
* max |F|: 2.91 eV/Å
* spin multiplicity: 1
* total energy: -23629.7190 eV
* LUMO: -1.38 eV
* energy relative to the best compared isomer or geometry (same formula, charge and spin): 0.0 kcal/mol

Entry 20:
Computed, not measured: one molecule with the formula C4H8N2OS at a distorted geometry, with wB97M-V/def2-TZVPD.

```
16
C4H8N2OS (wB97M-V/def2-TZVPD)
N -1.722 -0.448 1.225
C -0.291 -0.159 1.153
C 0.813 -1.335 0.620
O 0.757 -1.102 -0.772
N 0.373 0.394 -1.072
C 0.756 1.020 -2.211
S 1.139 0.476 -3.634
C -0.158 1.004 0.090
H -2.066 -0.571 0.323
H -1.955 -1.409 1.672
H 0.312 0.124 2.138
H 0.296 -2.268 0.997
H 1.793 -1.303 1.240
H 0.594 2.162 -1.976
H 0.568 1.986 0.478
H -1.210 1.430 -0.271
```

Output
* SMILES string: N[C@H]1CON(C=S)C1
* max |F|: 4.09 eV/Å
* spin multiplicity: 1
* total energy: -20135.8273 eV
* LUMO: 0.29 eV
* energy relative to the best compared isomer or geometry (same formula, charge and spin): 115.5 kcal/mol